Formula: C4H6ClN3
Source: OMol25
Level of theory: ωB97M-V/def2-TZVPD

Each atom is followed by the atoms it is bonded to, with distances in Å.
Atoms and positions in Å:
1 C 1.1667 1.8988 -0.0745  N5 1.292, N6 1.402, H9 1.071
2 C 2.2787 0.0576 0.4314  N5 1.292, Cl8 1.690
3 C 0.3349 -0.2454 -0.1624  N6 1.318, N7 1.322
4 C -1.9795 -1.0430 0.1249  N7 1.451, H10 1.087, H11 1.090, H12 1.096
5 N 2.2967 1.3231 0.1722  C1 1.292, C2 1.292
6 N 0.0730 1.0426 -0.2621  C1 1.402, C3 1.318, H13 1.012
7 N -0.5486 -1.2210 -0.0415  C3 1.322, C4 1.451, H14 1.007
8 Cl 3.4256 -1.0610 -0.1075  C2 1.690
9 H 1.0244 2.9601 -0.0908  C1 1.071
10 H -2.3947 -1.9116 0.6301  C4 1.087
11 H -2.1722 -0.1597 0.7347  C4 1.090
12 H -2.4838 -0.9225 -0.8402  C4 1.096
13 H -0.8307 1.4438 -0.4753  N6 1.012
14 H -0.1905 -2.1617 -0.0389  N7 1.007

Properties
- maximum force (eV/Å) = 3.80
- LUMO energy (eV) = 0.538
- relative energy (zero: lowest compared OMol25 entry of this formula, charge and spin) (eV) = 4.1611

Atom charges from the Löwdin analysis, given in e for atoms 1 to 8:
1 C -0.2283
2 C -0.6758
3 C -0.1773
4 C -0.0788
5 N -0.0536
6 N 0.0510
7 N -0.0383
8 Cl 0.5732